Below is a structure of composition C18H29AsBIrN10S4, with properties calculated with wB97M-V/def2-TZVPD.

Structure (ORCA input):
```
! RIJCOSX wB97M-V def2-TZVPD def2/J DEFGRID3
* xyz 2 5
Ir -0.5421 1.0584 -0.1840
As -2.1249 4.0885 -0.4615
S -1.8371 5.6808 0.8585
S -0.2360 3.7124 -1.5100
S -3.6887 4.8094 -1.7423
S -2.5617 2.0716 0.3354
N 1.2311 -3.9598 -0.3463
N 1.3234 -1.1087 -0.8818
N 0.2378 1.7935 1.6800
N 0.4608 5.2483 3.2091
N -0.7201 -2.0082 0.3476
N -0.8807 -1.2319 -2.0465
N -1.1880 0.0947 -1.8743
N 0.4656 -3.3945 -1.3491
N -1.0474 -0.8473 0.9639
N 1.2655 0.2143 -0.5697
C -1.1348 -3.0480 1.0845
C -1.9361 0.4827 -2.9271
C 2.3977 -6.0776 0.0754
C -1.4672 -1.6470 -3.1718
C 0.2510 3.2513 1.8478
C 1.5561 -5.1648 -0.7717
C -1.7470 -2.5609 2.2156
C -2.4757 1.8548 -3.1378
C 2.5860 -1.4537 -1.0912
C 2.5383 0.6930 -0.5863
C 1.0220 -5.4172 -2.0513
C 2.9080 2.1110 -0.2961
C -2.1392 -0.6012 -3.7624
C 0.6405 3.7440 3.2314
C -2.1567 -0.1539 3.0987
C -1.6641 -1.1707 2.1106
C 3.3947 -0.3363 -0.9124
C 0.3459 -4.2820 -2.3842
B 0.0210 -1.9934 -1.0069
H 1.6688 3.5275 3.5134
H 3.3783 -5.6421 0.2673
H 2.5430 -7.0349 -0.4207
H -1.3944 0.0724 3.8549
H 1.2204 5.7157 2.7075
H -1.3917 -2.6607 -3.5016
H -2.7037 -0.6143 -4.6794
H 2.9992 2.2956 0.7795
H -2.4747 0.7701 2.6176
H 2.8426 -2.4666 -1.3558
H 1.1237 -6.3123 -2.6442
H -3.0152 -0.5429 3.6428
H -0.4221 1.3765 2.3363
H -3.1442 2.1409 -2.3255
H -2.1840 -3.1323 3.0184
H -3.0448 1.8752 -4.0645
H 0.8880 3.6964 1.0842
H 4.4662 -0.2827 -1.0152
H 1.9253 -6.2603 1.0401
H 3.8830 2.3201 -0.7310
H -0.7647 3.5938 1.6585
H -0.0269 3.3597 4.0005
H 0.4224 5.6476 4.1498
H 2.1937 2.8165 -0.7184
H 1.1397 1.3495 1.8459
H -0.1824 -4.0815 -3.2942
H -0.9606 -4.0615 0.7648
H -1.6748 2.5937 -3.2363
H -0.4079 5.4896 2.7115
*
```

Output
relative energy (zero: lowest compared OMol25 entry of this formula, charge and spin) = 26.8 kcal per mole
DFT total energy = -141720.10545 eV
highest occupied orbital energy (spin up / spin down) = -0.490 / -0.498 hartree
maximum force = 0.54 eV/Å

For reference, the Mulliken charges in units of e are: Ir 1.978; As 0.717; S -0.388; S -0.066; S -0.024; S -0.464; N -1.122; N 1.003; N -0.588; N -0.030; N 0.729; N 0.678; N -0.625; N 0.605; N -0.616; N -1.144; C 0.206; C 0.876; C -1.242; C 0.266; C -0.593; C 0.660; C -1.615; C -0.892; C 0.193; C 0.779; C -1.194; C -1.097; C -1.675; C -0.884; C -1.544; C 0.753; C -1.512; C -0.050; B 0.180; H 0.391; H 0.290; H 0.379; H 0.239; H 0.396; H 0.450; H 0.442; H 0.170; H 0.334; H 0.516; H 0.475; H 0.439; H 0.071; H -0.050; H 0.487; H 0.351; H 0.710; H 0.498; H 0.294; H 0.450; H -0.017; H 0.400; H 0.416; H 0.047; H 0.491; H 0.377; H 0.536; H 0.210; H -0.049

=====

Below is a structure of composition C46H44CsN4OP2SSi at a distorted geometry, with properties calculated with wB97M-V/def2-TZVPD.

Structure (ORCA input):
```
! RIJCOSX wB97M-V def2-TZVPD def2/J DEFGRID3
* xyz -1 1
Cs 3.4465 -0.6392 0.8626
S 6.7851 -0.8277 0.0916
P -3.1029 0.3523 -0.6386
P -0.0254 -1.5748 -1.0795
Si -0.2747 -0.5047 2.0215
O 4.2640 -0.2070 -2.0425
N 5.7477 1.9166 1.1085
N 3.2014 2.2597 1.8933
N 8.7415 0.7400 -0.4515
N 6.9628 1.9260 0.3638
C 4.1090 3.9117 3.4405
C 1.9243 2.9013 3.8233
C -4.6350 3.0299 -3.2172
C -1.2601 -1.9780 1.2996
C -4.9047 -0.1167 1.6866
C -2.6466 2.8516 0.4864
C -2.0290 -2.7474 2.2105
C -2.6924 -3.9090 1.8312
C 2.0744 2.2648 2.6041
C -1.0202 -0.6491 -3.5866
C -0.6055 -1.7603 -2.8118
C 3.2476 -3.7388 -2.2862
C -6.1906 -2.1904 1.8557
C 1.3685 -2.8070 -1.1384
C -1.5255 1.0305 1.7124
C -4.5914 -1.9081 0.0594
C -0.5209 -0.6790 3.9690
C -2.2512 3.8317 1.3920
C 1.5797 -3.7309 -0.1564
C 5.3885 3.1219 1.3966
C -1.1526 -2.4964 0.0049
C -1.3095 -2.1084 -5.5187
C -4.3046 -0.6129 0.4961
C 2.2911 -2.7257 -2.1734
C -1.2145 2.0744 2.6293
C -5.3731 2.0130 -0.7743
C -5.7717 3.4882 -2.5887
C -5.8198 -0.9099 2.3541
C 4.1662 3.1153 2.2937
C -2.5323 -4.3912 0.5497
C -0.8065 -3.2057 -4.7924
C 4.5587 1.1216 -2.4519
C 3.4188 -4.7362 -1.3545
C 2.9358 3.8578 4.1520
C -3.8954 1.9418 -2.6402
C 7.4567 0.7295 0.0348
C -6.1468 2.9755 -1.3563
C -0.4629 -2.9982 -3.4334
C -4.2067 1.5646 -1.3963
C -1.7596 -3.6904 -0.3416
C -1.3929 -0.8800 -4.9110
C 6.2244 4.3792 1.0894
C -1.6998 3.3776 2.5518
C -5.5578 -2.6704 0.7351
C 2.5678 -4.7024 -0.2305
C -2.3828 1.5056 0.6072
H -4.6744 0.8834 2.0311
H 0.9133 -3.7995 0.7031
H 5.1766 1.6531 -1.7475
H 3.6681 1.6482 -2.3943
H 5.5415 5.1965 0.9056
H -4.1708 -2.3840 -0.8078
H -0.5989 -4.1665 -5.2476
H 2.3254 -1.9634 -2.9614
H -1.5220 -0.5863 4.3637
H -6.3133 4.3516 -2.9357
H 3.8890 -3.6854 -3.1491
H 8.9982 0.0397 -1.1292
H -3.1200 1.4645 -3.2556
H 0.1676 -0.0610 4.5705
H 4.8609 1.1637 -3.4643
H 2.8341 4.3263 5.1371
H -0.2009 -1.7294 4.1316
H -2.0864 -2.5146 3.2840
H -6.2593 -0.5701 3.2389
H -1.6856 -4.0576 -1.3879
H -1.5004 4.0984 3.3477
H -6.9288 -2.8502 2.3439
H 0.9844 2.7737 4.2957
H 9.0694 1.6626 -0.6533
H 6.8063 4.1644 0.2041
H -1.0701 0.3050 -3.0198
H -1.6257 -2.2311 -6.5762
H 2.6009 -5.4929 0.5378
H -2.4471 4.8738 1.1680
H 6.9541 4.5653 1.8498
H 5.0687 -0.6050 -1.7068
H 4.3090 -5.3446 -1.3868
H -5.7285 -3.6798 0.4216
H -4.2852 3.4676 -4.1517
H 4.9509 4.6244 3.6366
H -3.2391 3.2395 -0.2686
H -6.9701 3.4329 -0.8569
H -3.1541 -4.4454 2.6645
H 1.3126 1.6911 2.1362
H -0.0704 -3.8020 -2.8049
H -5.5354 1.6652 0.2698
H -0.8270 1.8432 3.6337
H -1.8116 -0.0548 -5.4609
H -3.0011 -5.2969 0.2560
*
```

Output
DFT total energy = -94261.72372 eV
highest occupied orbital energy = -0.125 hartree
maximum force = 3.66 eV/Å

Results of the Mulliken charge analysis, in e, for atoms 1 through 99: Cs 1.116; S -0.532; P 0.516; P 0.440; Si -0.226; O -0.239; N 0.099; N -0.116; N -0.475; N -0.692; C -0.595; C -0.550; C -0.603; C 1.634; C -0.419; C -0.349; C -0.142; C -0.838; C -0.206; C -0.687; C 0.779; C -0.688; C -0.660; C -0.038; C 0.571; C -0.728; C -1.762; C -1.124; C 0.038; C 0.276; C -0.070; C -0.463; C 0.929; C -0.115; C -0.556; C -0.062; C -0.569; C -1.017; C 0.458; C -1.140; C -0.930; C -0.757; C -0.724; C -0.793; C -0.101; C 0.289; C -0.476; C -0.350; C -0.129; C -0.034; C -0.527; C -1.470; C -1.046; C -0.558; C -0.561; C 0.466; H 0.444; H 0.317; H 0.126; H 0.316; H 0.393; H 0.373; H 0.407; H 0.411; H 0.434; H 0.350; H 0.400; H 0.215; H 0.217; H 0.338; H 0.293; H 0.326; H 0.468; H 0.186; H 0.491; H 0.119; H 0.308; H 0.328; H 0.534; H 0.232; H 0.432; H 0.492; H 0.314; H 0.373; H 0.423; H 0.301; H 0.152; H 0.361; H 0.424; H 0.392; H 0.341; H 0.301; H 0.438; H 0.287; H 0.659; H 0.254; H 0.244; H 0.485; H 0.386

=====

Below is a cluster of 2 separate species, CH3NS in total at a distorted geometry, with properties calculated with wB97M-V/def2-TZVPD.

Structure (ORCA input):
```
! RIJCOSX wB97M-V def2-TZVPD def2/J DEFGRID3
* xyz 0 1
S 2.7252 -0.6481 1.2353
N -0.7023 -0.7868 0.3856
C 1.6046 0.0474 0.4119
H 1.1761 0.8706 -0.0892
H -0.9113 -0.4415 -0.5389
H -1.1732 -0.2305 1.0926
*
```

Output
relative energy (zero: lowest compared OMol25 entry of this formula, charge and spin) = 102.1 kcal per mole
DFT total energy = -13406.42433 eV
highest occupied orbital energy (spin up / spin down) = -0.347 / -0.282 hartree
maximum force = 2.35 eV/Å

For reference, the Mulliken charges in units of e are: S -0.207; N -0.569; C 0.006; H 0.367; H 0.202; H 0.201

=====

Below is the ion C8H11N2 with charge +1 at a distorted geometry, with properties calculated with wB97M-V/def2-TZVPD.

Structure (ORCA input):
```
! RIJCOSX wB97M-V def2-TZVPD def2/J DEFGRID3
* xyz 1 1
N -0.7590 -2.3391 0.0710
N -0.6839 -1.0260 0.1816
C 0.2999 -0.2880 -0.0524
C -0.8660 -3.5014 -0.0398
C -2.2882 0.7664 0.1918
C 2.9438 -0.2909 0.3142
C -3.3091 0.0340 -0.1018
C -1.3168 1.7647 0.3681
C 1.7063 -0.6461 -0.3805
C 0.0608 1.2036 -0.1017
H -3.3424 -0.9741 -0.3490
H 1.6159 -1.7660 -0.4186
H 3.6844 -0.9061 -0.0296
H 2.8589 -0.2782 1.3890
H -1.5048 2.5668 -0.2266
H -4.3122 0.3403 -0.3116
H 1.9900 -0.4365 -1.3864
H 3.3556 0.7497 0.1301
H -1.3059 2.0481 1.4179
H 0.3492 1.2740 -1.1400
H 0.8235 1.7046 0.4742
*
```

Output
relative energy (zero: lowest compared OMol25 entry of this formula, charge and spin) = 153.0 kcal per mole
DFT total energy = -11441.19546 eV
highest occupied orbital energy = -0.539 hartree
maximum force = 4.71 eV/Å

For reference, the Mulliken charges in units of e are: N -0.327; N -0.067; C 0.911; C -0.200; C 0.561; C -1.409; C -0.834; C -0.338; C -0.464; C -0.855; H 0.322; H 0.354; H 0.433; H 0.369; H 0.385; H 0.316; H 0.361; H 0.336; H 0.322; H 0.436; H 0.390

=====

Below is an isolated molecule of C5H11NO2 at a distorted geometry, with properties calculated with wB97M-V/def2-TZVPD.

Structure (ORCA input):
```
! RIJCOSX wB97M-V def2-TZVPD def2/J DEFGRID3
* xyz 0 1
O -2.2305 1.3994 -0.3188
O -0.4020 2.5538 0.0323
N -1.3765 -0.5856 1.4073
C -0.3703 0.2928 0.7703
C 0.3636 -0.5791 -0.2425
C 1.0416 0.1504 -1.3796
C -1.1182 1.4442 0.1481
C 1.2073 -1.7478 0.2609
H 2.0454 -1.4648 0.9194
H 1.3834 -0.5753 -2.0773
H -2.0555 -0.5975 0.6811
H 1.9690 0.7527 -1.1090
H 0.3627 0.8422 -1.9388
H -0.7725 3.2965 -0.4728
H 0.5165 -2.5618 0.6743
H -0.6209 -0.9899 -0.4790
H 1.7086 -2.2593 -0.6249
H -1.8601 -0.0617 2.1632
H 0.2083 0.6907 1.5857
*
```

Output
relative energy (zero: lowest compared OMol25 entry of this formula, charge and spin) = 25.9 kcal per mole
DFT total energy = -10948.14542 eV
SMILES = CC(C)[C@H](N)C(=O)O
highest occupied orbital energy = -0.369 hartree
maximum force = 2.32 eV/Å

For reference, the Mulliken charges in units of e are: O -0.591; O -0.447; N -0.795; C 0.056; C 0.724; C -1.466; C 0.259; C -1.272; H 0.304; H 0.482; H 0.280; H 0.263; H 0.345; H 0.360; H 0.320; H 0.003; H 0.352; H 0.286; H 0.539

=====

Below is the ion C9H18N2 with charge +2 at a distorted geometry, with properties calculated with wB97M-V/def2-TZVPD.

Structure (ORCA input):
```
! RIJCOSX wB97M-V def2-TZVPD def2/J DEFGRID3
* xyz 2 1
N 1.4384 0.4422 0.2141
N -0.9301 -0.1218 -0.0222
C 1.1646 -0.9819 0.5481
C 0.5411 1.3147 1.0510
C -0.3608 0.2505 -1.3032
C 0.9087 0.6230 -1.1826
C -2.3700 1.7066 0.0583
C -0.3331 -1.3518 0.4016
C -0.5099 -2.5649 -0.4560
C 2.9362 0.7424 0.1673
C -2.2544 0.2599 0.2874
H -1.9333 2.3314 0.8658
H 1.4516 0.9171 -2.0812
H 3.2059 1.7116 0.0023
H 3.3148 0.0766 -0.6022
H 1.6170 -1.1262 1.5710
H -1.7736 1.9444 -0.8776
H -2.8861 -0.3144 -0.4426
H -0.6004 -2.3632 -1.5834
H 0.3026 1.0185 2.0115
H 0.4411 2.3050 0.5921
H 1.7712 -1.4330 -0.2031
H -0.9140 0.3034 -2.2029
H -2.3515 -0.2089 1.2410
H 3.2902 0.4182 1.1086
H -3.3048 1.9882 -0.1494
H 0.3354 -3.2129 -0.3350
H -1.4140 -3.0674 -0.0955
H -0.7829 -1.6071 1.4167
*
```

Output
relative energy (zero: lowest compared OMol25 entry of this formula, charge and spin) = 98.2 kcal per mole
DFT total energy = -12582.91574 eV
highest occupied orbital energy (spin up / spin down) = -0.678 / -0.685 hartree
maximum force = 4.44 eV/Å

For reference, the Mulliken charges in units of e are: N 0.057; N -0.098; C -0.901; C -0.252; C -0.769; C -0.439; C -1.177; C 0.367; C -1.509; C -0.886; C -0.119; H 0.292; H 0.496; H 0.398; H 0.432; H 0.292; H 0.335; H 0.358; H 0.320; H 0.343; H 0.438; H 0.584; H 0.710; H 0.359; H 0.408; H 0.499; H 0.435; H 0.440; H 0.586

=====

Below is a cluster of 3 separate species, C4H13NO3 in total at a distorted geometry, with properties calculated with wB97M-V/def2-TZVPD.

Structure (ORCA input):
```
! RIJCOSX wB97M-V def2-TZVPD def2/J DEFGRID3
* xyz -1 2
O 0.7620 -0.1627 -3.2710
O -0.0422 0.7015 3.4385
O -1.0262 1.9804 -1.5089
N -0.2814 -1.4541 0.6388
C 0.4894 -0.5954 1.6483
C 1.4078 0.4276 0.9161
C -0.4837 -0.0641 2.5900
C -1.1235 -0.7054 -0.2714
H -1.3217 1.3165 -2.1110
H 0.6761 0.1257 -2.3253
H -1.5635 -0.1917 2.5376
H -1.4362 -1.3233 -1.0698
H -0.7847 0.2239 -0.6691
H 0.3975 -2.0796 0.1580
H -0.5017 2.5829 -2.0345
H 0.6360 -1.1261 -3.2145
H 0.9387 0.8664 0.0343
H 1.7839 1.3655 1.3671
H 1.2106 -1.2525 2.2120
H 2.2974 -0.1659 0.4962
H -2.0345 -0.4696 0.4387
*
```

Output
relative energy (zero: lowest compared OMol25 entry of this formula, charge and spin) = 54.9 kcal per mole
DFT total energy = -11988.91115 eV
highest occupied orbital energy (spin up / spin down) = 0.028 / -0.205 hartree
maximum force = 3.74 eV/Å

For reference, the Mulliken charges in units of e are: O -0.904; O -0.465; O -0.936; N -0.136; C 0.197; C -1.339; C -0.226; C -2.160; H 0.317; H 0.254; H 0.336; H 1.045; H -0.002; H 0.496; H 0.478; H 0.630; H 0.096; H 0.446; H 0.190; H 0.366; H 0.318

=====

Below is a cluster of 16 separate species, H32O16 in total at a distorted geometry, with properties calculated with wB97M-V/def2-TZVPD.

Structure (ORCA input):
```
! RIJCOSX wB97M-V def2-TZVPD def2/J DEFGRID3
* xyz 0 1
O 2.2255 -0.0779 2.0283
O -0.0295 -0.0708 0.1680
O 0.9798 2.6757 0.4265
O -0.7199 -2.6271 -1.6860
O -2.3003 -1.5783 1.0078
O 3.6163 1.4381 -0.7133
O -1.2101 1.8569 2.0103
O -0.3105 -0.3940 3.4240
O -2.3869 -0.4409 -1.7130
O -1.5578 3.7453 -0.9303
O -3.2426 2.0467 0.4944
O -0.5359 1.4501 -2.1298
O 2.7513 -2.4795 -2.4739
O 1.7626 -0.0712 -1.9026
O 0.0648 -2.9440 2.4138
O 1.5372 -2.4700 0.0661
H 2.4161 -2.3216 -1.5724
H -2.5845 1.8528 1.1437
H -0.9626 3.0520 -1.2216
H 1.7716 0.4455 2.6918
H 0.3803 -2.6008 1.6010
H 2.9845 0.8250 -1.1147
H 0.6446 -0.5453 -0.3286
H -1.9288 -2.4490 0.9089
H 1.0856 0.4136 -2.3718
H 4.4730 1.0633 -0.8569
H 1.5361 2.3220 -0.2434
H -1.0939 0.7017 -1.9517
H -0.9943 1.7027 -2.9431
H -3.8137 2.7652 0.8576
H -1.1602 -3.3168 -1.2112
H 2.2715 -0.4352 -2.6699
H -0.3504 1.8992 1.6075
H 1.9555 -2.5459 -3.0064
H -0.2794 0.6726 -0.3192
H -2.1606 3.4249 -0.1934
H -2.9359 -1.1308 -1.2850
H -0.6336 0.3918 2.9599
H -0.3999 -0.2417 4.3490
H 0.8424 -2.9637 -0.3870
H -1.3130 -1.8928 -1.6356
H -1.2249 2.3471 2.8267
H 1.6154 3.1674 1.0032
H -1.6291 -0.9578 0.7978
H 0.0568 -2.1114 2.9234
H -2.8895 -0.2146 -2.5183
H 1.5886 -0.1942 1.3318
H 2.0880 -3.1842 0.3375
*
```

Output
relative energy (zero: lowest compared OMol25 entry of this formula, charge and spin) = 112.3 kcal per mole
DFT total energy = -33280.06533 eV
highest occupied orbital energy = -0.368 hartree
maximum force = 2.83 eV/Å

For reference, the Mulliken charges in units of e are: O -0.678; O 2.420; O -0.530; O -0.709; O -0.716; O -0.683; O -0.772; O -0.597; O -0.688; O -0.717; O -0.728; O -0.723; O -0.730; O -0.651; O -0.678; O -0.760; H 0.437; H 0.419; H 0.323; H 0.328; H 0.241; H 0.375; H -0.162; H 0.365; H 0.167; H 0.313; H 0.212; H 0.309; H 0.281; H 0.307; H 0.331; H 0.398; H 0.267; H 0.314; H -0.681; H 0.334; H 0.356; H 0.290; H 0.266; H 0.303; H 0.300; H 0.246; H 0.266; H -0.050; H 0.497; H 0.183; H 0.106; H 0.298

=====

Please write out number 3 again, unchanged.
Below is a cluster of 2 separate species, CH3NS in total at a distorted geometry, with properties calculated with wB97M-V/def2-TZVPD.

Structure (ORCA input):
```
! RIJCOSX wB97M-V def2-TZVPD def2/J DEFGRID3
* xyz 0 1
S 2.7252 -0.6481 1.2353
N -0.7023 -0.7868 0.3856
C 1.6046 0.0474 0.4119
H 1.1761 0.8706 -0.0892
H -0.9113 -0.4415 -0.5389
H -1.1732 -0.2305 1.0926
*
```

Output
relative energy (zero: lowest compared OMol25 entry of this formula, charge and spin) = 102.1 kcal per mole
DFT total energy = -13406.42433 eV
highest occupied orbital energy (spin up / spin down) = -0.347 / -0.282 hartree
maximum force = 2.35 eV/Å

For reference, the Mulliken charges in units of e are: S -0.207; N -0.569; C 0.006; H 0.367; H 0.202; H 0.201

=====

Question: Which of these has the highest DFT total energy?
Answer: C5H11NO2